[1]
ORCA calculation (wB97M-V/def2-TZVPD) on a cluster of 2 separate species, C4H9O2S in total in a non-equilibrium geometry.

HOMO-LUMO gap in eV: 7.1940
Molecular weight in g/mol: 121.18
Net charge: -1
LUMO in eV: 3.91
Relative energy (zero: lowest compared OMol25 entry of this formula, charge and spin) in eV: 3.045
HOMO level in eV: -3.288
Total energy in a.u.: -706.436055

Element x y z (Å)
S1 2.15 -0.55 0.89
O1 2.16 -1.68 -0.10
O2 1.01 0.43 0.58
C1 -2.68 0.93 0.30
C2 -1.71 0.21 -0.19
C3 3.64 0.68 0.35
C4 -2.14 -1.15 -0.72
H1 -2.58 -0.98 -1.73
H2 4.72 0.56 0.82
H3 -1.38 -1.98 -0.76
H4 -2.55 1.87 0.92
H5 3.28 1.59 0.74
H6 3.48 0.58 -0.75
H7 -3.67 0.68 0.17
H8 -3.07 -1.52 -0.28
H9 -0.66 0.32 -0.24

Mulliken population analysis, charges in e, atoms 1 to 8:
1. S 0.379
2. O -0.622
3. O -0.649
4. C -0.818
5. C 0.184
6. C -0.890
7. C -1.082
8. H 0.261



[2]
ORCA calculation (wB97M-V/def2-TZVPD) on a structure of composition C15H30N3O2PPdSe3Te in a non-equilibrium geometry.

HOMO-LUMO gap (spin up / spin down) in eV: 6.7074 / 5.5320
Molecular weight in g/mol: 786.30
Net charge: 0
LUMO (spin up / spin down) in eV: -0.05 / -1.39
2S+1: 3
Relative energy (zero: lowest compared OMol25 entry of this formula, charge and spin) in eV: 1.145
⟨S²⟩: 2.03
HOMO level (spin up / spin down) in eV: -6.762 / -6.919
Total energy in a.u.: -8845.917020

Element x y z (Å)
Te1 2.98 -2.92 -0.66
Pd1 0.66 -2.04 -0.96
Se1 -0.70 -3.85 -2.06
Se2 1.47 -3.59 -2.66
Se3 4.17 -0.92 -1.28
P1 -0.19 0.31 -0.46
O1 -0.05 -3.67 0.90
O2 -1.09 -0.87 -0.39
N1 0.34 0.69 -1.98
N2 1.13 0.15 0.58
N3 -1.04 1.73 -0.03
C1 1.98 1.33 0.79
C2 -0.37 -3.76 3.25
C3 -1.61 1.64 1.31
C4 2.38 -0.23 2.54
C5 1.12 -0.68 1.80
C6 0.43 0.71 -4.29
C7 2.37 1.27 2.27
C8 -2.16 1.95 -0.94
C9 1.16 1.96 -3.82
C10 -3.18 2.77 -0.15
C11 0.56 -0.22 -3.09
C12 -2.24 -3.07 1.67
C13 1.11 1.90 -2.28
C14 -2.75 2.67 1.32
C15 -0.81 -3.50 1.84
H1 2.12 1.82 -1.88
H2 -2.89 -3.89 1.93
H3 -0.43 -2.85 3.85
H4 2.20 1.94 -4.15
H5 1.59 -0.64 -3.08
H6 -4.18 2.37 -0.31
H7 -2.02 0.64 1.51
H8 0.22 -0.51 2.39
H9 -2.60 1.00 -1.26
H10 -0.63 0.91 -4.48
H11 0.60 2.76 -1.84
H12 1.44 2.23 0.54
H13 2.88 1.23 0.18
H14 -2.45 -2.23 2.35
H15 -0.21 -1.02 -3.12
H16 3.34 1.74 2.44
H17 2.34 -0.48 3.60
H18 1.63 1.77 2.89
H19 1.17 -1.75 1.54
H20 -3.19 3.81 -0.48
H21 -0.85 1.86 2.05
H22 0.86 0.28 -5.19
H23 -1.04 -4.49 3.69
H24 0.65 -4.13 3.27
H25 -3.56 2.35 1.96
H26 -2.43 -2.76 0.65
H27 3.27 -0.68 2.09
H28 -2.38 3.63 1.68
H29 0.69 2.86 -4.21
H30 -1.80 2.47 -1.83

Mulliken population analysis, charges in e, atoms 1 to 8:
1. Te 0.033
2. Pd 0.510
3. Se -0.339
4. Se -0.301
5. Se -0.509
6. P -0.918
7. O -0.378
8. O -0.780



[3]
ORCA calculation (wB97M-V/def2-TZVPD) on a cluster of 2 separate species, C5H6OSi in total in a non-equilibrium geometry.

HOMO-LUMO gap in eV: 8.6643
Molecular weight in g/mol: 110.19
Net charge: 0
LUMO in eV: -0.79
Relative energy (zero: lowest compared OMol25 entry of this formula, charge and spin) in eV: 2.839
HOMO level in eV: -9.455
Total energy in a.u.: -558.597905

Element x y z (Å)
Si1 -0.39 0.43 0.42
O1 -0.08 1.26 -2.37
C1 -0.53 0.21 -1.51
C2 -2.48 -1.47 1.68
C3 -1.70 -0.74 1.16
C4 2.25 -0.03 0.90
C5 3.46 0.20 1.02
H1 -3.23 -1.99 2.20
H2 -1.62 0.14 -1.60
H3 0.81 0.97 -2.63
H4 -0.20 -0.82 -1.90
H5 -0.67 1.74 1.14
H6 4.36 0.10 1.50

Mulliken population analysis, charges in e, atoms 1 to 8:
1. Si 0.534
2. O -0.503
3. C -0.413
4. C 0.456
5. C -0.925
6. C -0.611
7. C -0.197
8. H 0.409



[4]
ORCA calculation (wB97M-V/def2-TZVPD) on the molecule CH2O4S2 in a non-equilibrium geometry.

HOMO-LUMO gap in eV: 9.5674
SMILES string: O=S1(=O)CS1(=O)=O
Molecular weight in g/mol: 142.16
Net charge: 0
LUMO in eV: -1.30
Relative energy (zero: lowest compared OMol25 entry of this formula, charge and spin) in eV: 2.856
HOMO level in eV: -10.864
Total energy in a.u.: -1136.486326

Element x y z (Å)
S1 -0.49 -0.99 0.03
S2 -0.65 1.15 -0.03
O1 -0.81 1.77 -1.31
O2 -0.76 -1.80 1.16
O3 -0.77 -1.58 -1.28
O4 -0.68 1.91 1.16
C1 0.99 -0.09 0.16
H1 1.45 -0.07 -0.76
H2 1.73 -0.30 0.88

Mulliken population analysis, charges in e, atoms 1 to 8:
1. S 0.893
2. S 0.862
3. O -0.453
4. O -0.487
5. O -0.504
6. O -0.476
7. C -0.588
8. H 0.363



[5]
ORCA calculation (wB97M-V/def2-TZVPD) on the molecule H2N2O4S in a non-equilibrium geometry.

HOMO-LUMO gap in eV: 10.5407
SMILES string: NS(=O)(=O)[N+](=O)[O-]
Molecular weight in g/mol: 126.09
Net charge: 0
LUMO in eV: -0.09
Relative energy (zero: lowest compared OMol25 entry of this formula, charge and spin) in eV: 1.820
HOMO level in eV: -10.632
Total energy in a.u.: -809.711441

Element x y z (Å)
S1 -0.16 0.76 0.06
O1 -2.33 -1.01 0.21
O2 -0.45 1.27 1.32
O3 -0.31 -1.88 0.25
O4 -0.63 1.42 -1.16
N1 -1.12 -1.00 0.22
N2 1.35 0.30 -0.17
H1 2.12 -0.27 0.37
H2 1.53 0.41 -1.11

Mulliken population analysis, charges in e, atoms 1 to 8:
1. S 1.044
2. O -0.500
3. O -0.494
4. O -0.511
5. O -0.540
6. N 0.846
7. N -0.399
8. H 0.283



[6]
ORCA calculation (wB97M-V/def2-TZVPD) on the ion C5H6N with charge +1 in a non-equilibrium geometry.

HOMO-LUMO gap in eV: 9.2416
Molecular weight in g/mol: 80.11
Net charge: +1
LUMO in eV: -7.31
Relative energy (zero: lowest compared OMol25 entry of this formula, charge and spin) in eV: 4.665
HOMO level in eV: -16.549
Total energy in a.u.: -248.444262

Element x y z (Å)
N1 -3.56 0.14 -0.22
C1 -2.46 -0.01 0.04
C2 -0.02 -0.29 -0.64
C3 0.81 -1.10 0.09
C4 -1.11 0.09 0.46
C5 -0.34 1.14 -0.18
H1 1.36 -0.73 0.90
H2 -1.00 -0.06 1.45
H3 1.30 -2.13 -0.34
H4 0.57 1.58 0.41
H5 -0.75 1.83 -0.76
H6 -0.46 -0.78 -1.55

Mulliken population analysis, charges in e, atoms 1 to 8:
1. N -0.228
2. C -0.153
3. C 0.060
4. C -0.469
5. C 0.156
6. C -0.537
7. H 0.344
8. H 0.553



[7]
ORCA calculation (wB97M-V/def2-TZVPD) on the molecule C2H2N4O2 in a non-equilibrium geometry.

HOMO-LUMO gap in eV: 8.7385
SMILES string: O/N=c1/cnonn1
Molecular weight in g/mol: 114.06
Net charge: 0
LUMO in eV: -1.04
Relative energy (zero: lowest compared OMol25 entry of this formula, charge and spin) in eV: 9.590
HOMO level in eV: -9.775
Total energy in a.u.: -446.620312

Element x y z (Å)
O1 -2.34 -0.67 -0.53
O2 2.33 -0.62 -0.35
N1 -2.11 0.64 -0.21
N2 -0.07 -1.24 0.61
N3 -1.15 -1.67 -0.01
N4 1.43 0.44 -0.29
C1 0.24 0.20 0.26
C2 -0.83 1.02 0.19
H1 -0.61 2.09 0.78
H2 3.11 -0.18 -0.47

Mulliken population analysis, charges in e, atoms 1 to 8:
1. O -0.152
2. O -0.311
3. N -0.223
4. N -0.090
5. N -0.009
6. N -0.383
7. C 0.494
8. C 0.049



[8]
ORCA calculation (wB97M-V/def2-TZVPD) on a cluster of 2 separate species, C3H8N2O2 in total in a non-equilibrium geometry.

HOMO-LUMO gap (spin up / spin down) in eV: 7.8216 / 7.8225
Molecular weight in g/mol: 104.11
Net charge: 0
LUMO (spin up / spin down) in eV: -1.51 / -1.51
Relative energy (zero: lowest compared OMol25 entry of this formula, charge and spin) in eV: 5.490
HOMO level (spin up / spin down) in eV: -9.331 / -9.331
Total energy in a.u.: -378.939268

Element x y z (Å)
O1 1.32 1.03 0.02
O2 0.19 -0.88 -0.24
N1 -0.62 1.26 0.23
N2 2.48 -0.95 0.32
C1 -0.41 -1.67 0.78
C2 -1.07 1.64 -1.07
C3 1.44 -0.25 0.04
H1 -0.14 -1.33 1.78
H2 -0.29 2.12 -1.68
H3 -0.14 2.06 0.66
H4 2.23 -1.94 0.37
H5 -0.12 -2.72 0.65
H6 -1.52 0.81 -1.61
H7 -1.86 2.40 -0.90
H8 -1.49 -1.58 0.65

Mulliken population analysis, charges in e, atoms 1 to 8:
1. O -0.520
2. O -0.320
3. N -0.194
4. N -0.756
5. C -0.695
6. C -0.660
7. C 0.809
8. H 0.337



[9]
ORCA calculation (wB97M-V/def2-TZVPD) on a structure of composition C23H13Cl4N4NaO2.

HOMO-LUMO gap in eV: 4.0550
Molecular weight in g/mol: 542.19
Net charge: -2
LUMO in eV: 3.83
Relative energy (zero: lowest compared OMol25 entry of this formula, charge and spin) in eV: 0.025
HOMO level in eV: -0.226
Total energy in a.u.: -3256.929506

Element x y z (Å)
Cl1 -0.45 0.75 -5.15
Cl2 4.83 0.24 -3.90
Cl3 2.53 0.24 -6.05
Cl4 4.11 0.69 -0.86
Na1 -0.80 0.79 -0.17
O1 -0.77 1.12 -2.26
O2 1.26 1.08 -0.35
N1 -1.65 2.94 1.03
N2 -1.20 -1.47 0.50
N3 -1.10 0.66 2.20
N4 -1.04 1.65 2.98
C1 1.53 0.91 -1.59
C2 -1.11 2.89 2.25
C3 2.17 0.51 -4.36
C4 -1.51 -2.51 -1.65
C5 0.45 0.93 -2.62
C6 3.16 0.50 -3.42
C7 0.30 -3.61 -2.79
C8 -0.66 -2.09 4.61
C9 2.84 0.71 -2.06
C10 0.83 0.73 -3.95
C11 -0.59 4.01 2.90
C12 -1.14 5.28 0.96
C13 -0.56 -2.97 2.33
C14 -1.64 4.11 0.40
C15 1.12 -3.37 -1.69
C16 -0.71 -2.27 -0.53
C17 -0.91 -0.84 4.11
C18 -0.47 -3.15 3.68
C19 0.62 -2.71 -0.58
C20 -0.93 -1.68 1.76
C21 -0.61 5.22 2.24
C22 -1.01 -0.61 2.73
C23 -1.02 -3.17 -2.76
H1 -1.01 0.02 4.77
H2 -0.17 3.88 3.88
H3 -0.58 -2.27 5.67
H4 -2.05 4.11 -0.60
H5 -1.16 6.20 0.39
H6 1.29 -2.45 0.24
H7 -0.20 6.10 2.71
H8 -2.52 -2.11 -1.65
H9 -1.66 -3.31 -3.63
H10 0.70 -4.08 -3.68
H11 2.16 -3.64 -1.72
H12 -0.24 -4.14 4.05
H13 -0.42 -3.80 1.65

Mulliken population analysis, charges in e, atoms 1 to 8:
1. Cl -0.282
2. Cl -0.277
3. Cl -0.280
4. Cl -0.283
5. Na 0.827
6. O -1.117
7. O -1.007
8. N -0.343



[10]
ORCA calculation (wB97M-V/def2-TZVPD) on a cluster of 2 separate species, C2H4OS2 in total in a non-equilibrium geometry.

HOMO-LUMO gap in eV: 7.6962
Molecular weight in g/mol: 108.19
Net charge: 0
LUMO in eV: -2.20
Relative energy (zero: lowest compared OMol25 entry of this formula, charge and spin) in eV: 1.897
HOMO level in eV: -9.897
Total energy in a.u.: -950.138966

Element x y z (Å)
S1 -2.75 0.35 -0.38
S2 -2.40 -1.45 0.22
O1 -1.96 1.41 0.37
C1 1.27 0.66 0.08
C2 1.18 -0.63 -0.16
H1 1.65 -1.46 0.39
H2 0.57 -1.12 -0.92
H3 0.81 1.33 -0.65
H4 1.64 0.91 1.05

Mulliken population analysis, charges in e, atoms 1 to 8:
1. S 0.468
2. S -0.090
3. O -0.376
4. C -0.364
5. C -0.507
6. H 0.190
7. H 0.210
8. H 0.230